# 1
Below is a cluster of 9 separate species, C44H71N2O20P in total at a distorted geometry, with properties calculated with ωB97M-V with the def2-TZVPD basis set.

## Properties
2S+1: 1
M: 979.02 Da
LUMO level: -3.801 eV
Largest force on an atom: 4.28 eV/Å
HOMO-LUMO gap: 3.839 eV

CARTESIAN COORDINATES (ANGSTROEM)
C -2.354 2.418 -4.643
C -1.601 2.261 -3.306
C -0.202 1.652 -3.514
C 0.846 2.660 -4.009
C 0.888 3.862 -3.084
C -0.458 4.568 -2.869
N -1.533 3.600 -2.575
O -2.574 4.097 -2.172
C -0.832 5.387 -4.134
C -0.281 5.578 -1.683
C -2.328 1.275 -2.366
H -2.409 1.423 -5.079
H -1.841 3.090 -5.330
H -3.342 2.866 -4.543
H -0.194 0.808 -4.201
H 0.134 1.301 -2.536
H 0.681 3.034 -5.023
H 1.772 2.088 -4.056
H 1.724 4.524 -3.325
H 1.379 3.566 -2.150
H -0.266 6.317 -4.169
H -1.824 5.839 -4.059
H -0.747 4.803 -5.047
H 0.623 6.175 -1.763
H -0.161 4.956 -0.794
H -1.190 6.166 -1.569
H -3.327 1.601 -2.080
H -1.731 1.163 -1.459
H -2.302 0.282 -2.812
N -0.186 -0.479 0.648
O -0.467 -1.365 1.482
O -0.090 0.711 1.011
O 0.035 -0.777 -0.519
C -1.278 -5.430 4.248
C -0.853 -4.608 3.243
C -1.343 -4.786 1.952
C -2.264 -5.792 1.657
C -2.708 -6.595 2.716
C -2.217 -6.420 3.986
O -2.516 -7.316 5.008
O -0.870 -4.058 0.899
H -0.939 -5.267 5.262
H -0.226 -3.753 3.461
H -2.502 -5.971 0.619
H -3.389 -7.413 2.522
H -2.634 -6.832 5.830
H -0.686 -3.113 1.019
C 4.412 -1.932 4.800
C 4.092 -1.241 3.648
C 2.826 -0.744 3.431
C 1.842 -0.812 4.408
C 2.158 -1.525 5.582
C 3.447 -2.032 5.806
O 3.753 -2.733 6.954
O 2.510 -0.057 2.265
H 5.420 -2.296 4.934
H 4.875 -1.092 2.916
H 0.830 -0.452 4.287
H 1.363 -1.658 6.305
H 3.147 -2.399 7.623
H 1.557 0.079 2.205
C -4.158 5.042 1.990
C -3.221 4.560 1.096
C -2.299 3.575 1.456
C -2.368 2.965 2.702
C -3.524 3.264 3.459
C -4.326 4.358 3.203
O -5.368 4.650 4.046
O -1.288 3.231 0.617
H -4.831 5.822 1.662
H -3.107 5.044 0.134
H -1.753 2.080 2.795
H -3.825 2.503 4.168
H -6.226 4.577 3.621
H -0.861 2.392 0.844
C 2.727 -3.055 0.278
C 3.744 -2.163 0.027
C 4.772 -2.520 -0.847
C 4.759 -3.796 -1.408
C 3.738 -4.725 -1.139
C 2.691 -4.291 -0.337
O 1.655 -5.180 -0.184
O 5.767 -1.590 -1.122
H 1.996 -2.748 1.017
H 3.704 -1.228 0.567
H 5.588 -4.089 -2.041
H 3.714 -5.700 -1.602
H 0.988 -4.880 0.446
H 6.432 -1.957 -1.710
C -3.673 -0.591 1.600
O -4.937 -0.965 1.022
P -6.222 -1.192 1.945
O -7.440 -1.271 1.134
O -6.163 0.103 2.905
C -6.847 1.302 2.636
O -5.867 -2.422 2.903
C -5.184 -3.553 2.316
H -3.036 -1.417 1.296
H -3.723 -0.327 2.655
H -3.444 0.342 1.082
H -6.410 1.792 1.764
H -6.914 1.977 3.487
H -7.883 1.065 2.383
H -4.196 -3.602 2.767
H -5.834 -4.389 2.571
H -5.205 -3.522 1.227
C 4.086 1.240 -2.170
O 3.351 2.286 -1.577
C 3.501 2.247 -0.175
C 2.467 3.151 0.528
O 2.464 4.513 0.045
C 3.670 5.170 0.318
H 5.105 1.172 -1.786
H 4.120 1.370 -3.254
H 3.539 0.302 -2.032
H 4.505 2.633 0.029
H 3.407 1.217 0.173
H 2.716 3.115 1.592
H 1.516 2.626 0.434
H 4.490 4.963 -0.376
H 4.021 5.054 1.346
H 3.497 6.235 0.143
C -0.279 -2.318 -3.390
O 0.908 -2.608 -4.127
C 2.002 -1.968 -3.415
C 3.352 -2.314 -4.016
O 3.493 -1.698 -5.320
C 4.466 -2.372 -6.130
H -1.143 -2.721 -3.919
H -0.435 -1.239 -3.316
H -0.228 -2.794 -2.409
H 1.952 -2.420 -2.422
H 1.852 -0.887 -3.471
H 3.527 -3.387 -3.965
H 4.037 -1.739 -3.385
H 4.575 -1.732 -7.008
H 4.230 -3.339 -6.580
H 5.448 -2.431 -5.655

# 2
Below is a structure of composition C44H72NO23S2 at a distorted geometry, with properties calculated with ωB97M-V with the def2-TZVPD basis set.

## Properties
2S+1: 1
M: 1047.18 Da
Charge: -1
LUMO level: 1.177 eV
Largest force on an atom: 2.26 eV/Å
HOMO-LUMO gap: 6.781 eV

CARTESIAN COORDINATES (ANGSTROEM)
C 1.735 -2.123 3.043
C 3.162 -2.116 2.469
C 3.956 -0.956 3.052
C 5.220 -0.598 2.275
O 4.963 -0.712 0.864
S 6.221 -0.225 -0.025
O 7.357 -0.968 0.449
O 5.938 -0.535 -1.377
N 6.555 1.317 0.267
S 5.394 2.367 -0.185
O 6.031 3.468 -0.848
O 4.317 1.830 -0.966
C 4.702 3.091 1.311
C 3.476 2.357 1.854
C 2.524 3.377 2.493
C 1.218 2.735 2.958
C 0.222 2.647 1.809
C -0.688 1.413 2.009
O -1.193 0.978 0.728
C -1.314 -0.345 0.648
C -1.463 -0.904 -0.744
O -1.342 -1.068 1.587
H 1.207 -2.956 2.586
H 1.762 -2.265 4.119
H 1.210 -1.220 2.758
H 3.622 -3.066 2.736
H 3.054 -2.070 1.391
H 3.333 -0.069 3.076
H 4.293 -1.247 4.046
H 6.085 -1.165 2.589
H 5.447 0.450 2.473
H 5.502 3.196 2.036
H 4.396 4.092 1.036
H 3.800 1.737 2.685
H 2.980 1.752 1.104
H 3.049 3.781 3.363
H 2.334 4.207 1.817
H 1.414 1.780 3.440
H 0.780 3.406 3.704
H 0.717 2.506 0.852
H -0.411 3.523 1.729
H -0.081 0.658 2.483
H -1.496 1.736 2.655
H -2.459 -0.619 -1.107
H -1.355 -1.975 -0.682
H -0.744 -0.489 -1.432
O 0.560 4.476 -0.879
C -0.507 4.138 -1.293
O -1.674 4.463 -0.668
C -2.776 3.823 -1.333
C -2.279 3.528 -2.738
C -0.792 3.281 -2.506
H -3.031 2.914 -0.783
H -3.637 4.491 -1.326
H -2.794 2.698 -3.209
H -2.411 4.406 -3.371
H -0.584 2.239 -2.256
H -0.184 3.594 -3.349
O -1.359 -1.129 -3.681
C -1.277 -2.297 -3.910
O -0.261 -3.073 -3.457
C -0.382 -4.402 -3.984
C -1.850 -4.553 -4.356
C -2.225 -3.128 -4.757
H 0.279 -4.493 -4.849
H -0.067 -5.116 -3.226
H -2.022 -5.294 -5.136
H -2.426 -4.850 -3.478
H -2.018 -2.931 -5.811
H -3.260 -2.891 -4.523
O 5.819 -1.110 5.595
C 7.004 -0.950 5.551
O 7.699 -0.952 4.395
C 9.106 -0.846 4.654
C 9.205 -0.220 6.039
C 7.952 -0.762 6.723
H 9.542 -1.846 4.616
H 9.567 -0.234 3.882
H 10.134 -0.462 6.554
H 9.138 0.866 5.959
H 8.126 -1.732 7.192
H 7.539 -0.063 7.445
O -4.005 3.753 -5.510
C -3.945 2.588 -5.772
O -2.948 1.771 -5.350
C -3.118 0.461 -5.911
C -4.588 0.364 -6.277
C -4.921 1.808 -6.637
H -2.469 0.372 -6.787
H -2.824 -0.282 -5.175
H -4.786 -0.352 -7.074
H -5.167 0.061 -5.403
H -4.716 2.032 -7.685
H -5.947 2.068 -6.390
O 11.319 -5.334 -1.406
C 10.444 -4.509 -1.421
O 10.449 -3.416 -0.639
C 9.207 -2.675 -0.808
C 8.679 -3.104 -2.163
C 9.177 -4.545 -2.257
H 8.532 -2.937 0.002
H 9.409 -1.612 -0.760
H 7.601 -2.995 -2.251
H 9.142 -2.506 -2.950
H 8.478 -5.250 -1.803
H 9.399 -4.841 -3.279
O -2.254 3.737 4.742
C -1.705 4.272 5.656
O -0.375 4.547 5.669
C 0.002 5.089 6.945
C -1.282 5.651 7.538
C -2.334 4.706 6.968
H 0.423 4.285 7.552
H 0.760 5.854 6.798
H -1.268 5.698 8.626
H -1.453 6.661 7.161
H -2.476 3.825 7.596
H -3.285 5.202 6.795
O -4.333 -0.657 -2.611
C -5.354 -1.272 -2.682
O -5.607 -2.172 -3.674
C -6.956 -2.665 -3.550
C -7.337 -2.430 -2.100
C -6.554 -1.167 -1.762
H -7.593 -2.108 -4.241
H -6.980 -3.718 -3.824
H -8.406 -2.336 -1.949
H -6.977 -3.259 -1.484
H -7.111 -0.263 -2.013
H -6.240 -1.140 -0.723
O -9.980 -1.155 -2.038
C -10.992 -1.785 -2.142
O -11.207 -2.669 -3.144
C -12.548 -3.187 -3.066
C -12.971 -2.978 -1.620
C -12.213 -1.706 -1.248
H -13.173 -2.632 -3.767
H -12.544 -4.235 -3.353
H -14.049 -2.906 -1.494
H -12.617 -3.808 -1.007
H -12.774 -0.805 -1.500
H -11.925 -1.688 -0.201

# 3
Below is a structure of composition C44H77F6N10O6S2Y at a distorted geometry, with properties calculated with ωB97M-V with the def2-TZVPD basis set.

## Properties
2S+1: 1
M: 1109.19 Da
LUMO level: -0.176 eV
Largest force on an atom: 2.87 eV/Å
HOMO-LUMO gap: 9.017 eV

CARTESIAN COORDINATES (ANGSTROEM)
Y 4.424 -21.003 -7.519
C 3.806 -25.174 -7.251
F 3.710 -24.797 -8.522
F 2.951 -26.128 -7.039
F 5.068 -25.660 -7.082
S 3.499 -23.687 -6.104
O 2.824 -22.803 -7.006
O 2.807 -24.138 -4.955
N 4.956 -23.113 -5.913
S 5.703 -23.117 -4.424
O 6.498 -21.971 -4.394
O 4.869 -23.511 -3.311
C 6.945 -24.448 -4.687
F 7.825 -24.424 -3.689
F 6.440 -25.687 -4.813
F 7.618 -24.282 -5.831
C 7.563 -19.249 -5.232
C 7.042 -19.116 -6.668
C 8.229 -19.317 -7.616
O 6.068 -19.994 -6.958
H 7.487 -20.253 -4.903
H 6.924 -18.747 -4.560
H 8.552 -18.766 -5.095
H 6.700 -18.091 -6.721
H 8.992 -18.509 -7.481
H 7.831 -19.119 -8.607
H 8.640 -20.359 -7.600
C 3.415 -18.276 -10.523
C 2.687 -19.462 -9.914
C 2.525 -20.580 -10.926
O 3.334 -19.933 -8.825
H 2.957 -17.971 -11.558
H 4.506 -18.548 -10.688
H 3.414 -17.392 -9.801
H 1.759 -19.015 -9.629
H 3.477 -21.046 -11.262
H 1.985 -20.338 -11.897
H 1.926 -21.356 -10.443
C 10.788 -25.101 -0.435
C 9.692 -24.116 -1.005
C 8.212 -24.147 -0.462
C 8.147 -23.687 0.914
N 8.285 -23.396 2.000
H 10.638 -26.092 -0.849
H 10.755 -25.181 0.694
H 11.753 -24.719 -0.722
H 9.584 -24.342 -2.029
H 9.974 -23.068 -1.040
H 7.810 -25.199 -0.479
H 7.637 -23.435 -1.051
C 5.711 -20.615 0.403
C 4.482 -21.531 0.607
C 4.243 -22.429 -0.654
C 3.333 -21.770 -1.605
N 2.583 -21.257 -2.308
H 5.499 -19.691 -0.182
H 6.462 -21.190 -0.149
H 6.095 -20.230 1.344
H 3.595 -20.930 0.898
H 4.657 -22.099 1.514
H 3.846 -23.353 -0.254
H 5.162 -22.646 -1.194
C -0.510 -19.311 -5.735
C 0.304 -18.318 -4.870
C 1.321 -19.058 -4.000
C 2.310 -19.643 -4.879
N 3.057 -19.961 -5.697
H 0.093 -19.712 -6.584
H -1.485 -18.871 -5.962
H -0.612 -20.201 -5.127
H -0.333 -17.837 -4.196
H 0.701 -17.480 -5.445
H 0.866 -19.905 -3.421
H 1.826 -18.405 -3.279
C 14.006 -24.575 -7.877
C 12.909 -23.964 -7.000
C 13.464 -23.557 -5.620
C 14.628 -22.594 -5.742
N 15.413 -21.785 -5.914
H 13.524 -25.160 -8.629
H 14.551 -25.304 -7.260
H 14.671 -23.920 -8.358
H 12.154 -24.667 -6.744
H 12.515 -23.060 -7.406
H 13.931 -24.458 -5.188
H 12.687 -23.158 -4.972
C 0.027 -25.227 -7.717
C -0.190 -23.785 -8.254
C -0.641 -22.696 -7.181
C -1.915 -22.968 -6.532
N -2.999 -23.264 -6.233
H 0.740 -25.162 -6.874
H 0.566 -25.777 -8.535
H -0.900 -25.785 -7.428
H -0.887 -23.908 -9.069
H 0.765 -23.474 -8.637
H -0.603 -21.726 -7.665
H 0.099 -22.690 -6.446
C 4.219 -28.156 -4.376
C 3.837 -27.063 -3.428
C 4.684 -27.009 -2.161
C 4.046 -26.161 -1.103
N 3.542 -25.540 -0.282
H 5.236 -28.010 -4.714
H 3.566 -28.226 -5.231
H 4.136 -29.121 -3.924
H 2.797 -27.213 -3.126
H 3.958 -26.035 -3.886
H 5.682 -26.625 -2.383
H 4.930 -27.999 -1.738
C -0.414 -22.666 -3.201
C -0.324 -24.151 -3.084
C 0.463 -24.474 -1.805
C -0.268 -23.968 -0.639
N -0.715 -23.576 0.349
H -0.706 -22.404 -4.204
H 0.484 -22.094 -2.907
H -1.234 -22.252 -2.586
H 0.257 -24.568 -3.951
H -1.318 -24.592 -3.010
H 1.413 -23.971 -1.826
H 0.660 -25.513 -1.707
C 8.426 -28.514 -7.356
C 7.268 -29.480 -7.670
C 5.977 -28.776 -8.097
C 6.159 -27.858 -9.224
N 6.102 -27.360 -10.235
H 8.235 -27.845 -6.577
H 8.899 -27.978 -8.235
H 9.189 -29.128 -6.981
H 7.152 -29.928 -6.685
H 7.520 -30.189 -8.425
H 5.572 -28.259 -7.218
H 5.202 -29.465 -8.429
C 8.784 -23.390 -9.856
C 7.911 -24.484 -10.419
C 6.673 -23.859 -10.998
C 5.785 -23.128 -10.096
N 5.242 -22.361 -9.439
H 8.240 -22.759 -9.159
H 9.129 -22.724 -10.672
H 9.627 -23.813 -9.350
H 7.681 -25.185 -9.577
H 8.389 -25.043 -11.275
H 5.993 -24.506 -11.524
H 7.077 -22.968 -11.590